Entry 1:
C23H32Cl2NO6P | ωB97M-V with the def2-TZVPD basis set

Calculated values
**Highest occupied orbital energy**: -8.771 eV
**Frontier orbital gap**: 9.317 eV
**Energy**: -72484.89797 eV
**E_LUMO**: 0.545 eV
**SMILES string**: C[C@]12CC[C@@H]3c4ccc(OC(=O)N(CCCl)CCCl)cc4CC[C@H]3[C@@H]1CC[C@@H]2OP(=O)(O)O

Each line ends with the Mulliken charge.
CARTESIAN COORDINATES (ANGSTROEM)
1 C 4.2254 0.0644 -0.2802  -2.060
2 H 4.8117 0.6399 0.4288  0.435
3 H 3.3787 0.6638 -0.5980  0.460
4 H 4.8475 -0.1319 -1.1508  0.416
5 C 3.7808 -1.2701 0.3208  1.601
6 C 2.9501 -2.0553 -0.6900  -1.221
7 H 3.4738 -2.1165 -1.6454  0.377
8 H 2.8081 -3.0747 -0.3228  0.446
9 C 1.5815 -1.4004 -0.9112  -1.176
10 H 1.0070 -2.0584 -1.5631  0.515
11 H 1.6984 -0.4478 -1.4296  0.292
12 C 0.8157 -1.1678 0.4003  0.952
13 C -0.5267 -0.4967 0.1932  -0.128
14 C -1.3094 -0.7957 -0.9172  -0.778
15 C -2.5429 -0.2107 -1.1310  -0.770
16 C -3.0154 0.7088 -0.2104  -0.150
17 C -2.2688 1.0000 0.9177  -1.165
18 C -1.0350 0.4013 1.1345  0.979
19 C -0.2873 0.7756 2.3855  -0.860
20 C 0.8683 -0.1711 2.6809  -1.276
21 C 1.6725 -0.3746 1.4014  0.477
22 C 2.9664 -1.1457 1.6193  -0.566
23 C 3.9851 -0.6343 2.6393  -1.384
24 H 3.6996 -0.8870 3.6590  0.523
25 H 4.0819 0.4492 2.5761  0.347
26 C 5.2926 -1.3397 2.2304  -0.817
27 H 5.5963 -2.0837 2.9647  0.343
28 H 6.1139 -0.6338 2.1134  0.321
29 C 5.0176 -2.0061 0.8683  -0.438
30 H 4.7837 -3.0690 0.9912  0.688
31 O 6.1731 -1.9112 0.0489  -0.412
32 P 6.4364 -3.0671 -1.0124  0.871
33 O 5.8339 -4.3663 -0.7443  -0.639
34 O 8.0186 -3.0513 -1.1078  -0.558
35 H 8.3577 -2.1595 -1.1825  0.325
36 O 5.9714 -2.4214 -2.4161  -0.481
37 H 5.5208 -3.0910 -2.9275  0.335
38 H 2.6943 -2.1649 1.9215  0.545
39 H 1.8970 0.6108 0.9844  0.385
40 H 1.4965 0.2507 3.4663  0.436
41 H 0.4872 -1.1320 3.0325  0.330
42 H -0.9831 0.8011 3.2272  0.534
43 H 0.1028 1.7911 2.2604  0.411
44 H -2.6608 1.7031 1.6373  0.506
45 O -4.2626 1.3188 -0.3173  -0.172
46 C -4.6635 1.8087 -1.5119  0.681
47 O -4.0191 1.7856 -2.5286  -0.607
48 N -5.9175 2.3344 -1.4143  0.234
49 C -6.6821 2.2776 -0.1889  -0.915
50 C -7.2677 0.8808 0.0219  -0.312
51 H -6.4816 0.1538 0.2209  0.220
52 H -7.8560 0.5680 -0.8413  0.343
53 Cl -8.3561 0.8905 1.4297  -0.220
54 H -6.0448 2.5374 0.6601  0.400
55 H -7.4930 3.0050 -0.2518  0.467
56 C -6.4862 2.9704 -2.5796  -0.980
57 C -6.5302 4.4918 -2.4505  -0.433
58 H -7.1558 4.8118 -1.6177  0.287
59 H -6.8877 4.9416 -3.3756  0.423
60 Cl -4.8937 5.1310 -2.1393  -0.197
61 H -5.8537 2.6933 -3.4267  0.404
62 H -7.5028 2.5995 -2.7481  0.359
63 H -3.1209 -0.4572 -2.0063  0.492
64 H -0.9617 -1.5122 -1.6435  0.292
65 H 0.6205 -2.1541 0.8455  0.261

---

Entry 2:
C23H32F6N9O6PdS3 | ωB97M-V with the def2-TZVPD basis set

Calculated values
**Highest occupied orbital energy**: -11.217 eV
**Charge**: +1
**Frontier orbital gap**: 8.010 eV
**Energy**: -102352.10160 eV
**E_LUMO**: -3.208 eV

Each line ends with the Mulliken charge.
CARTESIAN COORDINATES (ANGSTROEM)
1 Pd 0.6489 -0.2067 -0.5683  1.402
2 F 1.5050 -3.6496 3.5417  -0.213
3 C 1.9485 -2.5203 2.9985  0.421
4 F 2.6292 -1.8343 3.9016  -0.224
5 F 2.7777 -2.8398 1.9858  -0.178
6 S 0.5361 -1.5375 2.3474  0.670
7 O -0.0119 -2.3623 1.3019  -0.587
8 O -0.2877 -1.1982 3.4604  -0.569
9 N 1.3168 -0.2914 1.6815  -0.241
10 S 1.1702 1.1338 2.4861  0.735
11 O 0.1490 1.9477 1.8736  -0.590
12 O 1.2711 1.0438 3.9029  -0.611
13 C 2.7672 1.8442 1.9113  0.653
14 F 2.7902 1.9023 0.5699  -0.168
15 F 3.8018 1.1204 2.3126  -0.227
16 F 2.8858 3.0779 2.3792  -0.227
17 C -3.9943 -0.2831 0.5305  -1.672
18 C -2.5546 -0.5216 0.1085  0.506
19 N -2.4849 -1.7045 -0.7517  0.267
20 C -1.7663 -1.8795 -1.8473  0.311
21 S -0.5255 -0.8269 -2.4553  -0.564
22 N -2.0279 -2.9422 -2.6137  -0.096
23 C -3.1382 -3.8752 -2.4338  -0.783
24 C -4.4890 -3.2788 -2.8065  -0.990
25 H -4.0364 0.5760 1.1983  0.453
26 H -4.3963 -1.1391 1.0763  0.414
27 H -4.6336 -0.0856 -0.3316  0.378
28 H -1.9271 -0.6731 0.9830  -0.371
29 H -2.1682 0.3227 -0.4502  0.007
30 H -3.0475 -2.4860 -0.4477  0.321
31 H -1.3955 -3.0801 -3.3833  0.301
32 H -3.1381 -4.2500 -1.4056  0.306
33 H -2.9164 -4.7374 -3.0594  0.497
34 H -4.7224 -2.4008 -2.2046  0.210
35 H -5.2763 -4.0149 -2.6500  0.376
36 H -4.4984 -2.9845 -3.8554  0.319
37 O -0.4203 1.5617 -0.6210  -0.183
38 C 0.1441 2.4977 -1.2553  0.620
39 O 1.1662 2.4533 -1.9455  -0.818
40 C -0.5401 3.8610 -1.0676  -0.339
41 N 0.2880 4.8456 -1.8555  0.021
42 C -0.5620 5.3720 -2.9777  -0.603
43 C -1.9689 5.2858 -2.4090  -0.723
44 C -1.9560 3.9527 -1.6568  -0.674
45 H -0.4995 4.1281 -0.0122  0.415
46 H 1.0941 4.2573 -2.1907  0.333
47 H 0.6360 5.5966 -1.2663  0.389
48 H -0.4259 4.6973 -3.8211  0.278
49 H -0.2278 6.3676 -3.2557  0.404
50 H -2.7231 5.3274 -3.1917  0.389
51 H -2.1502 6.1176 -1.7256  0.306
52 H -2.1270 3.1199 -2.3414  0.347
53 H -2.7082 3.8981 -0.8745  0.396
54 C 0.7846 -3.9422 -0.9418  -1.292
55 C 1.9696 -3.0550 -0.8897  0.765
56 N 1.9787 -1.7412 -0.8234  0.647
57 C 3.2938 -1.3200 -0.8529  -1.120
58 C 4.0922 -2.4075 -0.9493  -0.869
59 N 3.2506 -3.4983 -0.9679  0.425
60 C 3.6671 -4.8875 -1.1113  -1.389
61 N 3.3083 -5.4381 -2.3879  0.826
62 N 2.2968 -6.3464 -2.4699  -0.513
63 N 2.0935 -6.6416 -3.6931  -0.598
64 C 2.9691 -5.9119 -4.4743  0.189
65 C 3.1420 -5.8819 -5.8597  -0.709
66 C 4.1109 -5.0379 -6.3519  -0.515
67 C 4.8969 -4.2407 -5.4965  -0.624
68 C 4.7395 -4.2628 -4.1272  -0.658
69 C 3.7553 -5.1231 -3.6367  1.349
70 H -0.0828 -3.4014 -0.5938  0.015
71 H 0.9240 -4.8146 -0.3049  0.418
72 H 0.6270 -4.3001 -1.9600  0.220
73 H 3.5561 -0.2794 -0.7953  0.580
74 H 5.1624 -2.5105 -0.9794  0.667
75 H 3.1869 -5.5066 -0.3553  0.340
76 H 4.7452 -4.9214 -0.9667  0.474
77 H 2.5378 -6.5040 -6.5055  0.444
78 H 4.2841 -4.9820 -7.4178  0.386
79 H 5.6480 -3.5952 -5.9314  0.390
80 H 5.3483 -3.6467 -3.4799  0.358

---

Entry 3:
C23H32N4O6S | ωB97M-V with the def2-TZVPD basis set

Calculated values
**Highest occupied orbital energy**: -7.061 eV
**Frontier orbital gap**: 7.644 eV
**Energy**: -53451.15796 eV
**E_LUMO**: 0.583 eV
**SMILES string**: CCOC(=O)c1c(S(=O)(=O)NCC(=O)N2CCN(c3ccc(OC)cc3)CC2)c(C)n(C)c1C

Each line ends with the Mulliken charge.
CARTESIAN COORDINATES (ANGSTROEM)
1 C -0.6001 5.1121 -3.7013  -1.000
2 C -0.0136 4.3046 -4.8503  -0.346
3 H -0.7876 3.6868 -5.3175  0.306
4 H 0.4512 4.9503 -5.5986  0.319
5 O 1.0374 3.4560 -4.3824  -0.355
6 C 0.6610 2.3086 -3.8100  0.382
7 O -0.4829 1.9079 -3.8078  -0.713
8 C 1.7775 1.5867 -3.1994  0.720
9 C 3.0767 1.4259 -3.6392  0.306
10 N 3.7316 0.6551 -2.7238  0.165
11 C 2.8992 0.3485 -1.6827  0.145
12 C 1.6716 0.8914 -1.9623  0.319
13 S 0.2259 0.9394 -0.9512  1.268
14 O 0.4987 0.2718 0.2939  -0.627
15 O -0.2435 2.2908 -0.8695  -0.747
16 N -0.9644 0.0758 -1.7417  -0.089
17 H -1.3312 0.6891 -2.4621  0.403
18 C -0.5578 -1.2024 -2.2906  -1.304
19 C 0.1757 -2.0527 -1.2581  0.724
20 O 1.3092 -2.4493 -1.4860  -0.694
21 N -0.4998 -2.3972 -0.1515  0.259
22 C -1.7989 -1.8641 0.2094  -0.460
23 H -1.7114 -0.7966 0.4369  0.214
24 C -2.3450 -2.6054 1.4305  -1.362
25 N -1.4679 -2.4537 2.5722  0.230
26 C -1.9554 -1.9643 3.7713  0.541
27 C -1.1764 -1.1867 4.6281  -0.607
28 C -1.6633 -0.7445 5.8468  -0.699
29 C -2.9518 -1.0640 6.2486  0.763
30 C -3.7347 -1.8526 5.4075  -0.710
31 C -3.2464 -2.2996 4.2007  -0.321
32 H -3.8720 -2.9334 3.5914  0.436
33 H -4.7312 -2.1127 5.7284  0.407
34 O -3.5366 -0.6727 7.4264  -0.467
35 C -2.7944 0.1467 8.2914  -0.824
36 H -2.5206 1.0943 7.8146  0.335
37 H -3.4460 0.3479 9.1408  0.234
38 H -1.8868 -0.3551 8.6449  0.322
39 H -1.0197 -0.1406 6.4675  0.361
40 H -0.1773 -0.8989 4.3454  0.351
41 C -0.0720 -2.2659 2.2284  -0.693
42 H 0.5439 -2.6653 3.0395  0.705
43 C 0.2225 -3.0225 0.9405  -1.323
44 H 1.2856 -2.9791 0.6987  0.518
45 H -0.0749 -4.0726 1.0354  0.235
46 H 0.1846 -1.2094 2.0639  0.407
47 H -2.4712 -3.6700 1.1865  0.162
48 H -3.3279 -2.1920 1.6646  0.698
49 H -2.4910 -1.9822 -0.6277  0.603
50 H -1.4519 -1.7292 -2.6393  0.684
51 H 0.1281 -1.0814 -3.1407  0.378
52 C 3.3443 -0.4393 -0.5103  -1.832
53 H 4.3081 -0.0894 -0.1443  0.671
54 H 2.5961 -0.3428 0.2706  0.104
55 H 3.4198 -1.4936 -0.7769  0.368
56 C 5.0978 0.2174 -2.8128  -1.144
57 H 5.7437 0.8274 -2.1759  0.315
58 H 5.4447 0.2946 -3.8403  0.426
59 H 5.1692 -0.8215 -2.4923  0.360
60 C 3.7178 1.9183 -4.8861  -1.964
61 H 3.9998 1.0908 -5.5388  0.426
62 H 3.0186 2.5576 -5.4152  0.360
63 H 4.6110 2.4990 -4.6581  0.411
64 H -0.9729 4.4396 -2.9315  0.268
65 H 0.1633 5.7497 -3.2625  0.296
66 H -1.4171 5.7292 -4.0643  0.370